{"formula": "C17H33BHfN6Si2", "method": "ωB97M-V/def2-TZVPD", "symbols": ["H", "N", "B", "N", "C", "Hf", "H", "C", "H", "C", "H", "C", "H", "H", "H", "N", "N", "N", "N", "C", "C", "H", "H", "C", "C", "C", "C", "H", "H", "H", "H", "H", "C", "Si", "C", "C", "C", "Si", "C", "C", "C", "H", "H", "H", "H", "H", "H", "H", "H", "H", "H", "H", "H", "H", "H", "H", "H", "H", "H", "H"], "xyz": [[-0.325, 2.692, 0.399], [0.077, 1.380, -1.247], [0.669, 0.410, -3.506], [0.580, 1.599, -2.511], [0.849, 2.912, -2.665], [-0.804, -1.006, -0.585], [1.272, 3.272, -3.608], [0.509, 3.549, -1.507], [0.597, 4.628, -1.286], [0.043, 2.571, -0.640], [1.035, 0.783, -4.577], [-1.140, -2.879, -0.210], [-1.471, -3.299, 0.736], [-0.088, -3.257, -0.396], [-1.893, -3.168, -0.960], [-0.804, -0.157, -3.604], [1.531, -0.765, -2.979], [-1.417, -0.658, -2.405], [1.198, -1.444, -1.821], [-1.661, -0.269, -4.636], [2.680, -1.268, -3.457], [-1.360, 0.034, -5.613], [3.101, -0.858, -4.349], [-2.888, -0.825, -4.131], [3.105, -2.283, -2.616], [-2.692, -1.029, -2.761], [2.160, -2.367, -1.599], [-3.753, -1.032, -4.676], [3.992, -2.878, -2.707], [-3.396, -1.416, -2.004], [2.142, -3.029, -0.724], [-2.400, -0.427, 0.303], [-1.094, 2.136, 3.151], [-1.611, 0.488, 2.356], [-2.393, -0.572, 3.714], [-3.003, 0.996, 1.155], [-0.113, -0.445, 1.697], [1.596, -0.050, 2.311], [1.658, -0.321, 4.187], [2.879, -1.191, 1.529], [2.163, 1.717, 1.964], [-2.001, 2.528, 3.641], [-0.753, 2.870, 2.406], [-0.310, 2.014, 3.912], [-3.247, -0.024, 4.142], [-2.750, -1.528, 3.305], [-1.668, -0.785, 4.513], [-2.616, 1.517, 0.265], [-3.629, 0.149, 0.815], [-3.681, 1.670, 1.698], [-0.281, -1.486, 2.098], [1.379, -1.359, 4.426], [2.692, -0.141, 4.523], [0.980, 0.354, 4.729], [3.164, -0.852, 0.523], [3.784, -1.201, 2.159], [2.510, -2.223, 1.442], [2.085, 1.960, 0.895], [1.593, 2.469, 2.526], [3.223, 1.793, 2.259]], "atomic_forces_ev_per_a": [[0.36, -0.21, -1.01], [-0.04, -0.52, 0.13], [-0.32, 0.21, 0.24], [-0.09, -0.71, 0.76], [0.21, -0.71, -0.87], [5.81, 4.19, -0.96], [-0.27, -0.08, 0.52], [0.10, 2.08, 0.86], [-0.05, -0.93, -0.26], [-0.25, -0.14, 0.30], [0.01, -0.10, 0.02], [-0.80, -4.48, 1.49], [0.00, -0.22, 0.07], [-1.02, -0.12, -0.24], [0.52, -0.57, -0.19], [-1.11, -0.86, 0.87], [-0.01, -0.41, 0.95], [-1.58, 1.28, -5.67], [-0.53, 0.49, 0.27], [-0.54, -0.81, 3.03], [-0.58, 0.00, 0.61], [0.03, 0.13, -0.41], [0.22, 0.03, -0.29], [2.01, 0.58, 1.30], [0.21, -0.17, 0.22], [0.07, 0.10, -1.26], [-0.17, 0.38, -0.44], [-1.13, -0.23, -0.71], [0.12, -0.08, -0.10], [0.42, 0.17, -0.62], [-0.04, 0.37, -0.60], [-0.38, -0.17, 0.51], [0.02, -0.30, -0.28], [-1.28, 1.48, 1.53], [0.39, -0.18, -0.46], [1.02, 0.23, 0.05], [-1.42, -0.69, 1.92], [2.66, 1.34, -1.00], [-1.09, -0.57, 0.46], [-0.17, -0.21, -0.01], [-0.34, -0.24, -0.01], [0.35, -0.04, -0.10], [-0.12, -0.11, 0.37], [-0.30, 0.10, -0.22], [0.25, -0.16, -0.12], [-0.01, 0.17, 0.22], [-0.26, 0.05, -0.17], [-0.20, 0.13, 0.26], [-0.39, -0.01, 0.19], [-0.27, 0.06, -0.08], [-0.05, 0.38, -0.74], [0.16, 0.31, 0.07], [-0.22, 0.02, -0.45], [0.26, -0.21, -0.18], [-0.08, 0.01, 0.29], [-0.32, -0.01, -0.22], [0.19, 0.14, 0.14], [0.14, -0.06, 0.26], [0.23, -0.17, -0.12], [-0.32, -0.01, -0.09]], "mulliken_charge": [0.29, 0.48, -0.05, -0.25, -0.14, 1.05, 0.47, -1.18, 0.42, -0.43, -0.04, -1.07, 0.42, 0.35, 0.42, -0.24, 0.16, 0.56, -0.31, -0.01, -0.01, 0.52, 0.50, -1.22, -1.33, 0.07, -0.09, 0.51, 0.45, 0.42, 0.41, -0.42, -1.16, 0.74, -1.19, -1.25, -0.03, -0.15, -0.89, -1.09, -1.00, 0.46, 0.42, 0.29, 0.35, 0.38, 0.34, 0.47, 0.52, 0.48, 0.38, 0.35, 0.36, 0.34, 0.33, 0.44, 0.27, 0.30, 0.36, 0.47], "gap_ev": 3.970, "fmax_ev_per_a": 7.23, "de_lowest_ev": 4.927, "spin_multiplicity": 1, "charge": 2}